23
Properties=species:S:1:pos:R:3:nbo_charge:R:1 method="wB97M-V/def2-TZVPD" smiles=CC(C)(CO)c1cc(Br)nnc1Br lumo_energy_ha=0.0075 e_tot_ev=-153569.233
C -1.02439 0.91965 -1.46719 -0.63
C -0.56788 0.50040 -0.03862 -0.11
C -0.47702 1.72656 0.92004 -0.60
C -1.73773 -0.35991 0.46839 -0.06
O -1.87965 -1.59647 -0.23620 -0.73
C 0.79123 -0.21319 -0.04311 0.00
C 0.99792 -1.37762 0.71984 -0.23
C 2.20561 -2.02749 0.70317 0.12
Br 2.45229 -3.62255 1.74883 0.08
N 3.24562 -1.46830 0.06846 -0.22
N 3.12520 -0.34790 -0.58680 -0.22
C 1.96708 0.32620 -0.66561 0.12
Br 2.12559 2.01557 -1.61904 0.08
H -0.47530 1.82727 -1.71207 0.23
H -0.81728 0.15729 -2.20185 0.22
H -2.04463 1.23008 -1.50306 0.21
H -1.42551 2.30842 0.85117 0.22
H 0.36277 2.35984 0.64201 0.23
H -0.36261 1.33348 1.95339 0.21
H -1.67339 -0.60854 1.54114 0.18
H -2.68215 0.18460 0.36443 0.18
H -2.27348 -1.43317 -1.09884 0.47
H 0.16772 -1.83425 1.19152 0.24



17
Properties=species:S:1:pos:R:3:nbo_charge:R:1 method="wB97M-V/def2-TZVPD" lumo_energy_ha=0.0307 e_tot_ev=-10345.496
C -0.87132 2.34314 -0.29738 -0.25
C -0.67774 -0.36990 -0.80607 0.57
O -1.00247 1.08371 0.31527 -0.77
O -0.28122 -0.11636 -1.91510 -0.65
H -1.58734 -0.91753 -0.54439 0.14
H -0.57685 2.23492 -1.35213 0.18
H -0.10837 2.95085 0.20607 0.16
H -1.82076 2.88829 -0.25782 0.17
C 0.23172 -1.90876 1.11856 -0.41
N 0.45924 -0.69486 0.32720 -0.35
N 1.78657 -0.64064 -0.19547 -0.65
H 0.10454 0.29108 0.78420 0.48
H 1.72598 -0.85975 -1.19037 0.38
H 2.09898 0.32463 -0.14071 0.36
H 0.94673 -1.94367 1.93858 0.22
H 0.35238 -2.79116 0.48834 0.21
H -0.78007 -1.87399 1.52124 0.22



9
Properties=species:S:1:pos:R:3:nbo_charge:R:1 method="wB97M-V/def2-TZVPD" smiles="Nc1noc(=O)o1" lumo_energy_ha=0.0138 e_tot_ev=-11226.976
N 0.95148 -1.17666 0.81482 -0.81
C -0.01885 -0.34894 0.41967 0.60
N -1.05298 0.08120 0.99090 -0.20
O -1.55601 0.98574 -0.02289 -0.36
C -0.71769 0.87554 -1.19508 0.94
O -0.78078 1.65407 -2.14257 -0.54
O 0.29629 -0.00247 -0.85839 -0.48
H 1.66423 -1.03855 0.07187 0.41
H 1.21430 -1.02993 1.92166 0.42



87
Properties=species:S:1:pos:R:3:mulliken_charge:R:1 method="wB97M-V/def2-TZVPD" lumo_energy_ha=0.1604 e_tot_ev=-101568.513 total_charge=-2
Sc -0.41598 0.91330 0.20263 -0.93
C 3.44547 2.34531 2.39409 -0.53
O 4.06922 1.68871 1.29579 -0.49
C 3.69376 2.06153 0.03149 0.24
C 4.70969 2.19980 -0.89620 -0.38
C 4.44590 2.51651 -2.22845 -0.80
C 3.13796 2.73112 -2.61657 -0.62
C 2.09057 2.57802 -1.70630 0.73
C 0.73742 2.92076 -2.12110 -0.94
N -0.28259 2.57999 -1.43940 1.05
N -1.50953 3.10386 -1.82141 -1.12
C -2.31796 2.90516 -0.82114 0.18
O -2.00002 2.37668 0.30847 -0.69
C -3.76388 3.24559 -1.00993 0.47
C -4.23359 3.79139 -2.20182 -0.28
C -5.58514 4.04846 -2.36578 -0.62
C -6.48177 3.75641 -1.34416 -0.27
C -6.01828 3.20319 -0.15926 -0.79
C -4.66342 2.94820 0.00872 -0.39
C 2.33308 2.18803 -0.36416 1.13
O 1.37215 1.96046 0.48424 -0.65
H 3.99145 2.01224 3.27585 0.21
H 2.39176 2.09255 2.47874 0.08
H 3.54860 3.43217 2.28586 0.30
H 5.72295 2.03417 -0.54803 0.39
H 5.25843 2.60531 -2.93933 0.36
H 2.89725 2.99635 -3.63958 0.37
H 0.59646 3.54067 -3.00883 0.30
H -3.51864 3.99434 -2.98759 0.46
H -5.94393 4.47027 -3.29749 0.36
H -7.53991 3.95293 -1.47632 0.38
H -6.71108 2.95798 0.63647 0.39
H -4.27832 2.49368 0.91164 0.47
C 4.51704 -2.93112 -2.78714 -0.57
C 4.25750 -1.57324 -2.66775 -0.95
C 3.28020 -1.12764 -1.79041 0.41
C 2.56164 -2.03486 -1.01506 -0.03
C 2.81929 -3.39603 -1.15085 -0.55
C 3.79324 -3.84316 -2.03148 -0.71
P 1.33649 -1.35117 0.14519 3.38
C 0.03800 -2.64353 0.15946 0.31
C -0.50415 -3.04458 -1.06450 -0.33
C -1.59802 -3.89531 -1.08872 -0.61
C -2.17794 -4.33148 0.09641 -0.66
C -1.65451 -3.91729 1.31273 -0.31
C -0.54648 -3.08130 1.34256 -0.76
C 2.11142 -1.47187 1.77852 -0.38
C 3.17590 -2.26464 2.10538 -0.70
C 3.70002 -2.23371 3.41758 -0.87
C 3.14406 -1.41942 4.36091 -0.94
C 2.04481 -0.57779 4.05076 1.37
C 1.46806 0.28135 5.01514 -0.94
C 0.40238 1.06320 4.66348 -1.03
C -0.11332 1.03129 3.34768 -0.13
C 0.41832 0.24770 2.34129 -0.27
C 1.51423 -0.58533 2.73544 0.47
H 5.27273 -3.28085 -3.48108 0.36
H 4.79545 -0.85012 -3.26769 0.45
H 3.05802 -0.07010 -1.72537 -0.03
H 2.24280 -4.10893 -0.57233 0.47
H 3.98354 -4.90545 -2.13261 0.38
H -0.09450 -2.64276 -1.98525 0.33
H -2.00943 -4.20007 -2.04493 0.45
H -3.04850 -4.97741 0.07506 0.31
H -2.12062 -4.21098 2.24431 0.40
H -0.16862 -2.73612 2.29734 0.34
H 3.63014 -2.91082 1.36363 0.40
H 4.54529 -2.86426 3.67114 0.35
H 3.54190 -1.39871 5.37143 0.33
H 1.87557 0.29762 6.02150 0.30
H -0.05470 1.71683 5.40004 0.38
H -0.97244 1.66951 3.14354 0.40
O 0.49663 -0.77192 -4.07650 -0.54
N 0.45061 0.17807 -3.28328 -0.12
O 0.30794 -0.14900 -2.07672 -0.09
S -4.12786 -1.06218 3.15693 -0.47
C -2.94561 -0.56745 2.09748 0.16
N -2.13518 -0.23507 1.33205 -0.38
C -5.01644 -1.67256 -0.42561 -0.85
C -4.43738 -1.25521 -1.77721 -0.55
C -3.18257 -0.53725 -1.58182 0.08
N -2.22989 0.04988 -1.34996 0.26
H -5.94900 -2.21846 -0.57558 0.40
H -5.20910 -0.80749 0.20590 0.21
H -4.31729 -2.30718 0.11682 0.05
H -5.11287 -0.59600 -2.32684 0.37
H -4.23492 -2.12081 -2.41210 0.30